No. 1
{"formula": "C7H11OP", "method": "ωB97M-V/def2-TZVPD", "smiles": "CCP(O)C1=CC1.C#C", "fmax_ha_per_bohr": 0.1121, "mol_weight_g_mol": 142.14, "e_lumo_ev": 0.846, "multiplicity": 1, "total_charge": 0, "elements": ["C", "C", "C", "C", "C", "C", "C", "O", "P", "H", "H", "H", "H", "H", "H", "H", "H", "H", "H", "H"], "positions_angstrom": [[2.3209, 1.6939, 0.0044], [1.0647, 1.3351, 0.0743], [-4.7140, -0.3667, 0.4283], [-4.3552, -0.1697, -0.6579], [1.4305, 2.8327, 0.1312], [1.9459, -2.2144, -0.4414], [0.9284, -1.3737, 0.3675], [-1.3526, 0.1218, 0.4259], [-0.0066, 0.0563, -0.4942], [3.2923, 1.2097, 0.2113], [-4.7829, -0.3162, 1.5208], [-1.9400, 0.6444, -0.1138], [-4.2101, -0.0126, -1.6675], [1.2759, 3.3407, 0.9765], [1.2615, 3.4146, -0.8217], [1.4026, -2.7561, -1.1847], [2.6875, -1.5442, -0.8638], [2.3590, -2.8338, 0.2429], [1.3281, -0.9086, 1.3452], [0.0641, -2.1532, 0.5166]], "atomic_forces_ev_per_a": [[0.89, -2.16, 1.59], [0.80, 1.13, -0.46], [-0.64, -0.05, 5.73], [0.48, 0.38, -3.31], [-0.49, -0.92, -4.86], [-1.50, 3.52, -0.79], [-2.12, -0.38, 0.65], [0.33, 0.01, 0.49], [1.32, -1.43, -0.29], [-0.47, 0.83, -0.72], [-0.28, -0.43, -1.13], [-0.94, 0.15, 0.06], [0.39, 0.13, -1.36], [-0.56, 1.84, 3.29], [0.18, -0.23, 1.12], [-0.03, -0.35, -0.67], [0.30, -0.27, -0.32], [1.61, -2.21, 1.83], [-0.62, -1.21, -1.39], [1.34, 1.67, 0.54]]}

---

No. 2
{"formula": "C6H11P", "method": "ωB97M-V/def2-TZVPD", "smiles": "C=PC(=C)C(=C)C.[H][H]", "fmax_ha_per_bohr": 0.0953, "mol_weight_g_mol": 114.13, "e_lumo_ev": 0.135, "multiplicity": 1, "total_charge": 0, "elements": ["C", "C", "C", "C", "C", "C", "P", "H", "H", "H", "H", "H", "H", "H", "H", "H", "H", "H"], "positions_angstrom": [[2.4671, -0.0191, 0.9255], [1.2202, -0.4042, 0.5017], [-1.2539, 0.3312, 1.0802], [-0.0357, 0.4007, 0.3804], [0.9262, -1.6939, -0.3254], [0.3567, 2.6566, -0.3774], [-0.1142, 1.2294, -1.1341], [3.3266, -0.7021, 0.8788], [2.6795, 0.9888, 1.2336], [-2.0403, 0.8582, 0.5244], [-1.3884, 0.0692, 2.1799], [-2.3561, -0.6974, 0.4560], [0.2920, -1.4758, -1.2505], [1.9569, -2.0741, -0.6538], [0.4668, -2.4530, 0.2941], [-2.6853, -1.1317, -0.0686], [0.4563, 3.5671, -1.0070], [0.7681, 2.6727, 0.6803]], "atomic_forces_ev_per_a": [[-1.92, -1.09, -0.94], [0.83, -0.15, -0.28], [3.87, 1.85, 0.14], [-2.33, -2.24, 3.69], [2.23, 0.31, -0.49], [0.74, 0.42, -0.70], [0.18, 2.57, -0.92], [-0.53, 0.26, -0.17], [-0.18, 0.16, 0.45], [0.21, 0.23, 1.05], [0.17, -0.02, -1.77], [-0.86, -1.36, -0.80], [0.85, -0.31, 1.36], [-1.58, 0.21, 0.21], [-0.34, -0.13, -0.01], [-0.49, -0.47, -0.07], [0.00, -0.49, 0.69], [-0.86, 0.23, -1.45]]}

---

No. 3
{"formula": "C2H9NOS", "method": "ωB97M-V/def2-TZVPD", "smiles": "NCO.CS", "fmax_ha_per_bohr": 0.0460, "mol_weight_g_mol": 95.17, "e_lumo_ev": 0.851, "multiplicity": 1, "total_charge": 0, "elements": ["C", "S", "H", "H", "H", "H", "N", "C", "O", "H", "H", "H", "H", "H"], "positions_angstrom": [[-1.5337, -0.7317, 1.5597], [-1.9610, 0.5653, 0.3531], [-0.7598, -1.3711, 1.1575], [-2.4084, -1.0655, 2.1020], [-1.0143, -0.1367, 2.3313], [-2.8245, -0.1949, -0.3353], [2.2017, -0.6780, 0.1439], [2.2531, 0.2595, -0.9663], [0.9766, 0.2990, -1.6011], [2.2900, -0.2483, 1.0384], [2.9066, -1.3987, 0.0794], [3.0312, -0.0958, -1.6441], [2.4475, 1.2750, -0.6398], [0.5382, -0.4499, -1.1775]], "atomic_forces_ev_per_a": [[0.78, 2.09, 0.79], [-0.31, -0.44, -0.03], [-0.51, -0.78, 0.03], [-0.02, -0.86, -0.44], [0.02, -0.21, -0.18], [0.01, 0.15, -0.13], [0.12, -0.21, -0.35], [-0.43, -0.37, 0.16], [0.57, -0.32, 0.12], [-0.06, 0.35, 0.54], [-0.04, 0.02, -0.07], [-0.07, 0.26, -0.30], [0.33, 0.15, 0.07], [-0.38, 0.14, -0.22]]}

---

| no. | gap between HOMO and LUMO (eV) | HOMO (eV) | E (eV) |
| --- | --- | --- | --- |
| 1 | 9.10 | -8.26 | -18767.9060 |
| 2 | 8.93 | -8.80 | -15683.6872 |
| 3 | 9.77 | -8.92 | -16592.0521 |